No. 1
DFT (the ωB97M-V functional and the def2-TZVPD basis) results for a cluster of 2 separate species, C11H21N in total.

```
33
Properties=species:S:1:pos:R:3:forces:R:3
N -1.68628 -0.60454 -1.02959 1.23 0.18 -0.04
C 2.94126 -0.49572 -0.22146 -0.37 0.54 -0.20
C -2.30726 0.38367 2.06797 0.01 0.79 1.14
C -4.12222 -0.98862 -1.01901 -1.66 -1.95 0.60
C 3.76119 -1.69278 0.20178 -0.16 0.83 -0.14
C 1.95119 2.99767 0.23471 -0.50 -0.13 0.12
C 1.57294 1.83797 -0.72325 0.83 -1.20 0.02
C -2.73323 -0.82057 1.25685 0.47 0.55 -0.86
C 5.32419 -1.40570 0.10567 -0.19 -0.95 0.06
C 2.30409 0.50988 -0.49306 0.36 0.18 0.42
C -2.88308 -0.55696 -0.24466 -1.10 -0.51 0.76
C -3.94622 0.42782 -0.68550 0.38 1.78 0.85
H 3.55375 -1.78689 1.30345 -0.02 -0.45 -1.14
H 2.74340 3.62667 -0.16096 0.08 -0.02 -0.11
H -3.47383 1.06682 -1.43944 -0.92 0.22 0.10
H 5.65465 -0.60447 -0.57991 -0.64 -0.25 0.37
H -3.66861 -1.12965 1.62817 -1.34 -0.52 0.36
H 2.28122 2.64324 1.22026 -0.19 -0.06 -0.31
H -1.52513 0.23719 -1.57674 0.03 -0.16 0.23
H -2.04467 -1.62907 1.47480 0.20 -0.35 -0.25
H 1.05035 3.62804 0.38851 0.59 -0.26 -0.09
H 0.50971 1.65756 -0.63758 -0.30 -0.25 0.18
H 3.43274 -2.62541 -0.36512 0.47 1.26 0.83
H 1.70616 2.11349 -1.77698 0.17 0.10 0.25
H 5.63071 -1.15972 1.14447 0.24 -0.12 -0.85
H -4.00710 -1.35085 -2.03792 0.29 0.23 0.15
H -2.87072 1.31403 1.82685 0.19 -0.72 0.11
H 5.85552 -2.32950 -0.25390 -0.45 0.78 0.63
H -4.65683 0.90802 0.07740 1.34 -0.66 -1.29
H -5.01339 -1.50326 -0.52454 1.48 0.67 -0.40
H -1.25161 0.62550 1.94370 0.09 -0.02 -0.12
H -2.44529 0.17236 3.16753 0.10 0.25 -1.04
H -0.83419 -0.82223 -0.49523 -0.73 0.22 -0.31
```
Forces are in eV/Å.

Output
E_LUMO in eV: 0.852
SMILES: CCC1(N)CC1.CCC#CCC
HOMO in Eh: -0.3069
ΔE to the lowest compared entry with this formula, charge and spin in kcal per mole: 84.73
Total charge: 0

No. 2
DFT (the ωB97M-V functional and the def2-TZVPD basis) results for a cluster of 2 separate species, C11H21N2OS2 in total.

```
37
Properties=species:S:1:pos:R:3:forces:R:3
S 0.59677 1.30090 -2.03336 -2.17 -0.53 -0.89
S 3.23200 2.11518 -1.18723 1.73 0.53 0.44
O -0.77207 1.26975 2.11576 0.46 -0.66 -0.27
N -1.88260 -0.68966 2.28144 0.81 -0.10 -0.48
N 1.43227 0.34391 0.89689 -0.85 1.08 2.07
C 3.54132 2.30999 -3.00753 -0.36 0.15 -0.23
C 2.30508 -0.93973 2.79792 0.06 0.38 0.29
C -3.00807 -0.07891 2.94240 -0.57 0.05 0.22
C -0.80651 0.05261 1.91999 -0.52 0.72 0.14
C 2.33548 2.68292 -3.85540 -0.13 -0.15 0.19
C 0.40343 -0.67044 1.26584 -0.59 0.66 0.07
C -2.12214 -2.07425 1.92932 -0.02 -0.44 0.01
C 2.56633 0.27512 1.90094 -0.64 0.75 -0.08
C 1.24784 1.62058 -3.74036 0.44 0.42 -0.05
C 1.98728 0.97358 -1.17456 1.20 -2.12 -0.09
C 1.05784 -1.63758 2.25138 0.06 -0.54 -0.08
H 3.15175 -1.62914 2.82698 -0.08 0.19 0.04
H 0.98344 1.26778 1.01884 -0.11 -0.55 0.33
H 2.66934 2.67911 -4.90485 -0.08 0.08 0.20
H 2.13996 -0.54721 3.80585 -0.01 -0.36 -0.08
H -2.25302 -2.67270 2.84271 0.12 0.08 -0.21
H -3.06227 -2.14878 1.36615 0.23 0.02 0.01
H 2.14398 0.00132 -0.70991 0.33 0.55 -1.45
H 4.30555 3.09489 -3.02883 -0.07 -0.31 0.02
H 1.35139 -2.52345 1.68254 -0.03 -0.10 0.26
H -1.32070 -2.51796 1.33067 -0.20 0.18 0.18
H 3.53772 0.25463 1.41317 0.01 -0.10 -0.25
H -2.77970 0.94029 3.24487 0.01 -0.14 -0.06
H 3.95334 1.34708 -3.34592 0.07 0.43 0.21
H -3.87404 -0.09096 2.26508 0.14 0.16 0.16
H 1.63679 0.65166 -4.09082 -0.38 0.31 0.07
H 1.96023 3.68746 -3.62504 0.07 -0.28 0.04
H 2.49834 1.21656 2.47897 0.28 -0.51 -0.21
H 0.34600 1.90617 -4.29267 0.18 -0.23 0.13
H 0.36631 -1.94668 3.05813 0.37 0.15 -0.52
H -3.27128 -0.68947 3.81655 0.05 0.23 -0.09
H 0.02644 -1.17990 0.37541 0.19 0.01 -0.06
```
Forces are in eV/Å.

Output
E_LUMO in eV: -5.337
HOMO in Eh: -0.4467
Total charge: +1

No. 3
DFT (the ωB97M-V functional and the def2-TZVPD basis) results for a cluster of 2 separate species, C11H21N3 in total.

```
35
Properties=species:S:1:pos:R:3:forces:R:3
N -2.72701 0.72513 1.26775 1.24 2.17 1.49
N -2.67180 -0.39589 1.92667 -1.01 -2.63 0.63
N -2.69650 1.15176 3.55523 -0.71 -0.07 1.35
C 1.21772 -1.69818 -1.40782 3.71 -3.61 2.62
C 2.03840 -0.43707 -1.14901 0.38 0.76 -1.55
C -2.64718 0.89453 -0.00833 -0.22 -5.89 1.91
C 1.90993 0.21191 -2.58517 -4.35 0.42 2.72
C 1.44539 0.39909 0.00948 -1.50 -2.00 -2.03
C -2.80688 -0.10460 3.27637 1.44 0.46 -1.62
C -2.73668 1.85541 2.33103 2.12 0.48 -1.04
C 1.33331 -0.49117 1.25878 -0.99 2.61 0.86
C -2.63670 -0.46050 -0.72425 0.76 1.78 -4.58
C 0.78152 1.50960 -0.32860 0.80 -0.87 2.21
C 3.54394 -0.75051 -0.77369 -1.17 0.54 -0.57
H -2.81656 -0.98181 3.96002 -0.10 1.10 -0.34
H 1.79346 -1.40382 1.13154 0.81 -2.00 -0.68
H 0.33654 -0.71821 1.71349 0.52 0.70 -0.74
H -3.55736 -0.56278 -1.34822 0.09 -0.18 0.96
H -2.40840 -1.37693 -0.18553 -0.08 0.64 0.33
H -1.82017 2.61542 2.16107 -2.18 -1.72 0.35
H 2.54653 -0.26268 -3.18205 2.39 -2.42 -2.75
H -1.92303 -0.37632 -1.67001 -0.77 -0.18 2.07
H 1.94909 -0.04785 2.01473 0.16 0.49 0.90
H 4.13165 0.18905 -0.78750 -0.48 -0.33 0.99
H -2.64764 1.85245 -0.30437 0.08 2.99 -1.72
H 2.21167 1.21501 -2.64259 0.10 1.66 0.12
H -3.69591 2.28334 2.15078 -0.56 1.04 0.19
H 0.42743 -1.57779 -2.00983 -3.05 0.93 -2.02
H 4.13473 -1.34798 -1.46283 -0.59 -0.56 -0.38
H 1.92438 -2.38839 -2.04348 -1.30 0.79 1.39
H 0.81218 -2.27038 -0.48942 1.04 0.75 -1.34
H 0.77922 0.05343 -2.97005 2.74 0.80 0.69
H 0.32584 2.07258 0.44502 -0.71 0.51 0.66
H 3.39620 -1.31029 0.15456 1.18 0.47 0.12
H 0.75270 1.93444 -1.28379 0.24 0.37 -1.23
```
Forces are in eV/Å.

Output
E_LUMO (alpha / beta) in eV: 0.645 / 0.645
HOMO (alpha / beta) in Eh: -0.2795 / -0.2795
ΔE to the lowest compared entry with this formula, charge and spin in kcal per mole: 110.97
Total charge: 0

No. 4
DFT (the ωB97M-V functional and the def2-TZVPD basis) results for a cluster of 3 separate species, C11H21N3 in total.

```
35
Properties=species:S:1:pos:R:3:forces:R:3
N -3.07126 -2.49650 5.12418 -0.41 2.92 -3.72
N 7.72042 3.38144 -5.80458 -1.68 -1.00 -3.04
N -1.22294 -1.22611 3.81375 0.25 0.34 1.24
C 7.92229 1.00588 -6.00400 -0.48 -1.60 -2.38
C -2.55742 1.31974 -0.20598 -0.65 1.94 -0.81
C -2.59874 0.44846 -1.22445 0.01 1.75 2.52
C -2.20768 1.00739 1.20749 -2.21 -2.63 0.48
C -1.82318 -0.53511 1.47109 0.00 1.55 -3.11
C -3.39848 1.27110 2.16304 -0.06 -1.99 1.63
C 7.47444 2.29355 -6.49786 1.11 0.99 1.78
C -1.44113 -0.95945 2.61023 0.90 0.43 2.25
C -4.00452 -2.89506 4.00878 1.36 -2.00 -0.21
C -2.16098 -0.85321 -0.95105 0.08 -2.35 0.13
C -1.77117 -1.33347 0.25057 -0.57 0.08 -0.86
H -2.26321 -1.52898 -1.80070 0.51 -0.23 0.35
H -0.28974 -1.10531 4.33617 -1.51 -0.19 -1.60
H -3.80398 2.24510 2.22730 -0.15 1.31 -0.62
H -3.02012 0.69201 -2.14466 -0.31 0.50 -1.47
H -3.47343 -3.21303 3.01652 -0.63 1.08 1.92
H -1.38736 1.53854 1.52128 1.93 1.58 0.69
H -1.48609 -2.35709 0.29536 0.21 -0.64 0.24
H 7.45795 4.31205 -6.06489 -0.39 0.34 -0.91
H -2.82961 -3.27577 5.60272 1.65 -2.97 1.63
H -2.85077 2.41576 -0.35698 0.31 -1.69 0.21
H 7.02921 2.33656 -7.45483 -0.61 0.62 -0.89
H 8.10365 3.40952 -4.92299 1.31 -0.78 2.49
H -2.18938 -1.59880 4.53260 1.12 -1.32 -0.19
H -4.73317 -2.12731 3.86316 -0.45 0.24 -0.27
H -2.94010 1.14979 3.23487 -1.27 -0.32 -1.71
H -3.51610 -1.93497 5.78489 -1.40 1.14 1.21
H -4.31215 0.57257 1.92835 1.95 1.05 0.68
H 8.34056 1.15482 -5.04744 0.78 -0.69 0.99
H -4.41577 -3.83765 4.39165 -0.71 0.40 -0.57
H 7.14082 0.19632 -6.07745 0.21 1.07 0.56
H 8.57913 0.52723 -6.82612 -0.21 1.05 1.36
```
Forces are in eV/Å.

Output
E_LUMO in eV: -6.466
HOMO in Eh: -0.4611
ΔE to the lowest compared entry with this formula, charge and spin in kcal per mole: 17.31
Total charge: +2

Number 1: strongest force on any atom 2.63 eV Å⁻¹, calculated total energy -486.35330 Eh. Number 2: strongest force on any atom 2.49 eV Å⁻¹, calculated total energy -1412.54322 Eh. Number 3: strongest force on any atom 6.20 eV Å⁻¹, calculated total energy -595.80073 Eh. Number 4: strongest force on any atom 4.75 eV Å⁻¹, calculated total energy -595.32052 Eh.